145
Properties=species:S:1:pos:R:3:forces:R:3 method="wB97M-V/def2-TZVPD" e_lumo_ev=-3.09 homo_lumo_gap_ev=0.85 de_lowest_kcal_mol=396.7 total_charge=-1
Zn -1.958 -0.610 5.116 0.005 0.003 -0.018
Cd 0.842 4.936 -7.142 0.004 -0.008 0.009
C 0.568 -6.954 6.267 -0.490 0.257 0.167
C 0.014 -7.198 7.725 1.166 -0.715 -0.449
C 1.108 -8.079 8.370 0.142 -0.407 1.075
C 1.039 -8.221 9.904 0.278 1.084 -0.678
C 0.936 -6.863 10.615 -0.885 -0.331 -0.548
C -0.106 -5.829 9.985 1.156 -0.226 0.643
N -0.129 -5.954 8.477 -3.644 3.719 -1.404
O -1.031 -5.013 7.854 3.632 -3.585 2.417
C 0.431 -4.416 10.391 -0.686 0.371 0.312
C -1.514 -6.063 10.595 -0.303 -0.017 -0.060
C -1.311 -7.971 7.700 -0.516 -0.090 -0.170
H -0.133 -6.543 5.541 -0.376 -0.082 0.343
H 0.934 -7.902 5.872 -0.175 -0.164 0.089
H 1.422 -6.278 6.221 0.023 0.071 0.557
H 2.095 -7.740 8.057 0.027 0.234 0.104
H 1.024 -9.112 8.032 -0.128 0.126 -0.644
H 1.964 -8.662 10.274 -0.064 -0.377 -0.115
H 0.215 -8.891 10.153 -0.106 0.121 0.196
H 1.914 -6.391 10.714 0.051 0.033 -0.415
H 0.669 -7.149 11.632 -0.386 0.668 0.207
H -0.340 -3.645 10.373 -0.146 -0.077 -0.684
H 1.314 -4.042 9.872 -0.185 -0.402 -0.518
H 0.723 -4.351 11.439 0.022 -0.788 0.264
H -2.266 -5.331 10.301 0.344 0.227 -0.335
H -1.493 -6.035 11.685 0.405 0.100 0.068
H -1.956 -7.028 10.345 0.331 -0.112 -0.130
H -2.057 -7.411 7.138 0.061 -0.058 -0.103
H -1.757 -8.182 8.672 0.327 0.317 0.213
H -1.170 -8.966 7.278 0.126 0.124 -0.429
C -1.447 3.368 -0.727 1.406 1.135 -3.074
C -1.483 2.273 0.069 -1.445 -1.004 4.721
C -1.006 0.895 -0.370 -1.186 -3.875 3.804
O -1.145 -0.151 0.417 0.334 3.857 -2.095
C -0.517 0.669 -1.631 0.217 1.574 -2.530
C -0.402 1.797 -2.563 1.415 1.119 -1.786
C -0.840 3.244 -2.021 0.001 1.428 -3.169
O -0.737 4.204 -2.842 -0.152 -2.327 2.370
O 0.086 1.780 -3.724 -1.428 -0.584 3.092
O -1.957 2.458 1.234 0.827 -1.195 -1.587
H -1.753 4.352 -0.402 -0.170 -0.123 0.185
H -0.316 -0.336 -1.969 0.175 -0.022 0.078
C 7.037 3.173 -9.681 -2.583 1.276 0.764
C 5.944 3.798 -8.914 -1.947 -0.569 -0.329
C 6.324 4.730 -7.663 -3.267 -0.456 -0.284
O 5.314 5.175 -7.098 2.111 -0.112 -0.382
C 7.687 4.864 -7.267 -3.314 1.407 0.706
C 8.617 4.201 -7.960 6.712 -2.030 0.187
C 8.304 3.353 -9.219 5.595 -0.830 -1.809
O 9.280 2.863 -9.950 -2.728 1.657 2.887
O 9.835 4.246 -7.473 -3.328 -0.446 -2.192
O 4.728 3.628 -9.148 3.000 0.380 0.322
H 6.935 2.714 -10.654 -0.385 -0.206 0.095
H 7.932 5.458 -6.399 0.129 -0.076 0.039
C 5.309 6.120 0.782 -0.878 0.285 -0.413
C 4.120 5.498 1.519 1.051 -0.286 0.068
O 4.449 5.393 2.892 -0.226 -0.167 0.486
H 5.538 7.125 1.136 -0.167 0.137 0.123
H 5.003 6.210 -0.260 0.413 0.010 -0.237
H 6.230 5.546 0.884 -0.260 -0.261 -0.056
H 3.977 4.483 1.147 -0.081 -0.038 0.099
H 3.169 6.020 1.413 0.081 0.290 -0.334
H 4.567 6.297 3.192 0.059 0.017 0.261
C 0.399 11.603 -1.885 0.290 -0.305 -0.137
C 0.920 10.672 -0.831 0.281 -0.464 0.546
O 1.531 11.316 0.278 -0.138 0.378 -0.011
H 1.203 12.182 -2.341 0.053 0.091 -0.012
H -0.348 12.287 -1.482 -0.133 -0.161 -0.183
H 0.020 10.916 -2.642 -0.451 0.455 -0.305
H 1.693 10.010 -1.222 -0.246 -0.319 -0.491
H 0.104 10.054 -0.455 0.065 0.009 0.148
H 2.266 11.768 -0.143 0.280 0.301 0.447
C -5.403 -4.428 -4.991 -0.808 -0.216 -0.458
C -4.284 -3.802 -4.237 0.579 0.060 0.678
O -4.306 -4.364 -2.901 0.031 -0.029 -0.782
H -5.591 -3.990 -5.971 0.112 0.499 0.107
H -6.307 -4.333 -4.389 -0.140 -0.239 -0.156
H -5.205 -5.470 -5.244 0.001 -0.165 0.513
H -4.362 -2.718 -4.161 -0.257 0.109 -0.098
H -3.360 -4.004 -4.779 0.388 -0.134 0.298
H -3.619 -3.966 -2.361 0.100 0.127 -0.089
C -3.119 0.417 -9.375 0.142 0.905 -0.055
C -2.867 1.797 -10.008 0.049 0.517 0.586
O -2.614 2.819 -8.998 0.138 -0.939 -0.798
H -2.223 0.055 -8.871 0.037 0.023 -0.106
H -3.451 -0.315 -10.111 -0.045 0.020 0.025
H -3.877 0.562 -8.605 -0.197 -0.291 -0.028
H -3.707 2.165 -10.597 -0.311 -0.374 -0.112
H -2.022 1.791 -10.696 0.202 0.018 0.288
H -3.434 2.892 -8.505 -0.021 0.134 0.211
C -3.439 10.704 4.241 -0.895 0.478 0.212
C -2.781 9.586 4.996 0.114 0.563 -0.473
O -3.496 8.404 4.761 -0.465 -0.808 0.276
H -3.678 10.381 3.228 0.614 0.459 -0.262
H -2.897 11.638 4.390 0.341 -0.020 -0.713
H -4.417 10.948 4.655 -0.198 -0.323 0.312
H -2.804 9.878 6.046 0.263 -0.487 0.268
H -1.757 9.473 4.641 0.201 0.066 0.282
H -2.950 7.760 4.304 0.024 0.068 0.093
C 4.637 -4.636 -8.833 1.034 0.351 -1.248
C 4.150 -3.248 -8.451 -0.042 -0.971 -0.237
O 3.358 -3.428 -7.317 -0.677 0.446 0.949
H 5.298 -4.503 -9.690 0.343 0.015 -0.115
H 3.919 -5.355 -9.229 -0.546 0.303 0.516
H 5.250 -5.113 -8.069 -0.256 0.157 0.229
H 3.546 -2.774 -9.225 0.071 -0.145 -0.448
H 4.970 -2.565 -8.229 0.373 -0.122 -0.083
H 3.053 -2.546 -7.092 -0.307 -0.026 0.450
C 2.991 -8.789 -1.210 0.299 0.620 -0.246
C 2.632 -7.386 -1.699 0.553 0.558 0.058
O 3.715 -6.830 -2.433 1.029 -0.534 -0.856
H 2.145 -9.254 -0.704 0.027 -0.057 -0.114
H 3.853 -8.792 -0.544 -0.070 0.191 0.116
H 3.300 -9.349 -2.092 -0.249 -0.267 0.029
H 2.563 -6.617 -0.931 -1.128 -0.610 0.664
H 1.756 -7.453 -2.344 -0.269 0.152 0.244
H 3.415 -6.244 -3.131 -0.187 -0.048 0.097
C -7.495 -2.649 2.107 -0.139 -0.934 -0.018
C -6.805 -3.000 3.452 -0.442 1.484 -1.096
O -6.279 -1.771 3.923 0.688 0.081 0.687
H -8.398 -2.045 2.193 -0.232 -0.160 0.556
H -7.762 -3.560 1.570 -0.130 -0.021 -0.134
H -6.882 -2.040 1.442 0.570 -0.280 0.252
H -5.974 -3.691 3.312 -0.010 0.118 -0.036
H -7.473 -3.397 4.216 -0.293 -0.330 -0.237
H -6.976 -1.114 3.871 -0.008 0.041 0.032
C 4.504 -1.086 3.611 -1.210 -0.140 1.242
C 3.750 -0.843 4.962 0.959 0.128 -0.557
O 2.600 -0.024 4.813 0.167 -0.326 -0.068
H 3.748 -1.434 2.909 0.131 0.126 -0.231
H 5.212 -1.901 3.761 0.314 0.241 -0.144
H 4.962 -0.159 3.266 0.132 -0.210 -0.118
H 4.403 -0.323 5.663 0.390 -0.181 0.147
H 3.503 -1.798 5.426 -0.444 0.074 -0.148
H 2.980 0.848 4.686 -0.444 0.299 -0.120
C -7.318 4.585 -3.260 0.956 0.070 0.400
C -6.962 3.411 -4.156 -0.811 1.169 -0.885
O -6.868 3.959 -5.491 0.519 -0.661 -0.114
H -6.606 5.394 -3.423 0.137 -0.029 -0.196
H -7.209 4.354 -2.201 -0.553 -0.122 0.088
H -8.291 4.993 -3.534 -0.183 -0.222 0.326
H -7.778 2.688 -4.141 0.148 -0.367 0.150
H -6.009 2.924 -3.947 -0.106 0.184 0.070
H -7.718 4.321 -5.751 -0.093 -0.031 0.148